Record 1
{
  "formula": "C10H23BaF6N2O14S2",
  "method": "ωB97M-V/def2-TZVPD",
  "elements": ["Ba", "N", "O", "O", "O", "C", "F", "F", "F", "S", "O", "O", "O", "C", "F", "F", "F", "S", "O", "O", "O", "C", "C", "C", "O", "C", "N", "H", "H", "H", "H", "H", "H", "H", "H", "H", "H", "H", "C", "C", "O", "O", "H", "H", "H", "H", "H", "H", "C", "C", "O", "O", "H", "H", "H", "H", "H", "H"],
  "xyz": [[-6.91873, -0.60932, 10.80719], [-3.27212, -0.88217, 10.91708], [-2.91360, 0.21163, 10.39397], [-2.64042, -1.92703, 10.69090], [-4.29978, -0.86034, 11.67925], [-10.12131, 1.25649, 14.21639], [-10.68828, 1.67222, 13.06683], [-10.57711, 1.87398, 15.29563], [-10.44797, -0.04915, 14.31150], [-8.25863, 1.55603, 14.13818], [-8.17120, 3.01362, 14.11235], [-7.76544, 0.95841, 15.38106], [-7.78169, 0.89104, 12.94577], [-5.88030, -0.66492, 5.80776], [-5.04881, -0.34606, 4.83156], [-6.73526, 0.34270, 6.09038], [-6.65446, -1.70906, 5.44371], [-4.91841, -1.11738, 7.36987], [-4.57835, -2.51346, 7.24631], [-3.76459, -0.22878, 7.34304], [-5.81900, -0.78887, 8.47203], [-10.09237, -2.86643, 7.33480], [-9.21167, -2.56577, 8.56653], [-8.05347, -3.55758, 8.52821], [-7.10841, -3.21085, 9.52060], [-6.13704, -4.22066, 9.72572], [-8.76934, -1.17216, 8.63851], [-11.02933, -2.31618, 7.24395], [-10.31003, -3.92864, 7.20861], [-9.49006, -2.57190, 6.46954], [-9.72264, -2.73270, 9.51831], [-7.58401, -3.50158, 7.53775], [-8.43036, -4.57379, 8.67908], [-5.47920, -3.82338, 10.49743], [-5.61232, -4.50168, 8.81163], [-6.57216, -5.15164, 10.12057], [-9.63715, -0.64335, 8.65343], [-8.22411, -0.88524, 7.82930], [-8.96350, -2.52861, 13.17237], [-7.76186, -3.47712, 13.11866], [-6.57390, -2.67737, 12.91163], [-9.23538, -1.93046, 11.92047], [-8.84798, -1.84350, 14.01126], [-9.77663, -3.21683, 13.43962], [-7.89522, -4.22539, 12.33417], [-7.63180, -3.90069, 14.11731], [-5.84865, -3.27644, 13.11934], [-10.11766, -2.16369, 11.63315], [-6.65662, 3.03417, 10.41937], [-7.66310, 2.83630, 9.31427], [-8.76953, 1.99240, 9.67789], [-5.66588, 2.03557, 10.47934], [-7.19405, 3.22263, 11.36383], [-6.17750, 4.02216, 10.38896], [-7.17373, 2.41629, 8.43063], [-8.05825, 3.79504, 8.95708], [-9.26387, 2.55507, 10.28794], [-4.80203, 2.43390, 10.60930]],
  "relative_energy_ev": 0.000,
  "homo_lumo_gap_ha": 0.257,
  "total_charge": -1,
  "e_homo_ha": -0.200
}

Record 2
{
  "formula": "C10H23BaF6N2O14S2",
  "method": "ωB97M-V/def2-TZVPD",
  "elements": ["Ba", "N", "O", "O", "O", "C", "F", "F", "F", "S", "O", "O", "O", "C", "F", "F", "F", "S", "O", "O", "O", "C", "C", "C", "O", "C", "N", "H", "H", "H", "H", "H", "H", "H", "H", "H", "H", "H", "C", "C", "O", "O", "H", "H", "H", "H", "H", "H", "C", "C", "O", "O", "H", "H", "H", "H", "H", "H"],
  "xyz": [[-27.44315, 10.90626, 0.84952], [-29.30277, 14.17988, 2.43484], [-30.15766, 14.88567, 1.89044], [-28.56839, 13.42380, 1.74741], [-29.14791, 14.19524, 3.64282], [-28.01188, 11.73308, 6.15052], [-27.84928, 12.96396, 5.84626], [-27.58270, 11.60953, 7.42454], [-29.29182, 11.32177, 6.04700], [-26.82023, 10.73162, 5.07553], [-25.50898, 11.23572, 5.48800], [-27.03563, 9.33096, 5.47871], [-27.10045, 11.03394, 3.65015], [-22.77308, 8.41191, 1.71563], [-23.24202, 7.71079, 0.70133], [-22.28043, 7.56808, 2.69426], [-21.80997, 9.17000, 1.19929], [-24.16720, 9.35653, 2.59018], [-25.08872, 9.80639, 1.46668], [-24.74651, 8.42617, 3.53542], [-23.50653, 10.54141, 3.19883], [-27.53197, 9.60019, -2.99435], [-26.36594, 8.98402, -2.25899], [-25.09669, 9.85176, -2.00977], [-24.56828, 10.41682, -3.22481], [-23.26376, 10.33063, -3.71248], [-26.94619, 8.62103, -0.95964], [-28.25147, 8.90385, -3.42901], [-27.26399, 10.24063, -3.83945], [-28.15886, 10.32239, -2.46898], [-26.16204, 8.00072, -2.68757], [-24.31347, 9.23582, -1.56198], [-25.14281, 10.75917, -1.40526], [-23.21388, 11.17949, -4.39740], [-23.21898, 9.47290, -4.38887], [-22.43934, 10.39805, -3.00205], [-27.73568, 8.01462, -1.14275], [-26.25156, 8.06394, -0.47178], [-30.78199, 9.73585, 1.81046], [-31.35989, 10.16578, 0.46588], [-30.21581, 10.25459, -0.35838], [-29.83560, 10.67344, 2.35876], [-30.33601, 8.77668, 1.54060], [-31.51966, 9.57676, 2.59676], [-31.88499, 11.12005, 0.54953], [-32.12951, 9.44690, 0.17475], [-30.42400, 10.72285, -1.17114], [-30.19350, 11.25108, 3.03857], [-27.56274, 14.76333, -1.35134], [-27.13815, 13.40814, -1.80526], [-28.20583, 12.50950, -1.47130], [-28.90180, 15.13834, -1.63583], [-26.86036, 15.35690, -1.94601], [-27.34943, 15.00850, -0.31034], [-26.11209, 13.20242, -1.50131], [-27.10917, 13.46738, -2.89681], [-29.06111, 12.86600, -1.72420], [-29.40462, 14.90336, -0.84558]],
  "relative_energy_ev": 2.926,
  "homo_lumo_gap_ha": 0.251,
  "total_charge": -1,
  "e_homo_ha": -0.205
}

Record 3
{
  "formula": "C10H23BrNO3",
  "method": "ωB97M-V/def2-TZVPD",
  "elements": ["C", "C", "O", "C", "N", "C", "C", "C", "Br", "H", "H", "H", "H", "H", "H", "H", "H", "H", "H", "H", "H", "H", "C", "O", "C", "C", "O", "C", "H", "H", "H", "H", "H", "H", "H", "H", "H", "H"],
  "xyz": [[1.20521, -2.47039, 3.03762], [1.47923, -1.63382, 1.78476], [1.68712, -2.54566, 0.71419], [0.38289, -0.58935, 1.39724], [-0.56931, -0.99856, 0.41684], [-1.84092, -1.25725, 0.96037], [-2.15552, -2.64080, 1.57863], [-3.60871, -2.77660, 1.99498], [-1.73803, -4.08134, 0.31552], [2.11537, -2.64715, 3.61591], [0.80081, -3.44155, 2.74858], [0.48872, -1.96913, 3.69497], [2.40129, -1.05429, 1.95191], [1.27218, -2.12974, -0.06018], [-0.08260, -0.23998, 2.34539], [0.94390, 0.28498, 1.00920], [-2.08363, -0.56424, 1.80811], [-2.63090, -1.10084, 0.20116], [-1.50144, -2.81220, 2.43425], [-3.83721, -2.03273, 2.76394], [-4.26453, -2.61009, 1.13787], [-3.82654, -3.76656, 2.39670], [-0.77272, 3.26571, -3.06066], [0.51645, 3.46084, -3.61489], [1.44545, 4.02137, -2.70563], [2.30556, 2.97240, -2.02849], [1.54603, 2.13223, -1.19639], [1.25221, 0.85470, -1.75730], [-1.33592, 2.65544, -3.76464], [-0.72668, 2.74732, -2.10142], [-1.28850, 4.22497, -2.92961], [0.92133, 4.60234, -1.93734], [2.08518, 4.70587, -3.27306], [3.04710, 3.48747, -1.40530], [2.84555, 2.39126, -2.78586], [2.14844, 0.22338, -1.74743], [0.89816, 0.95570, -2.78764], [0.47498, 0.37629, -1.15229]],
  "homo_lumo_gap_ha": 0.200,
  "total_charge": -1,
  "e_homo_ha": -0.086
}

Record 4
{
  "formula": "C10H23F2N2O6PS3",
  "method": "ωB97M-V/def2-TZVPD",
  "elements": ["C", "C", "S", "C", "C", "C", "C", "C", "C", "O", "C", "C", "O", "P", "N", "H", "H", "H", "H", "H", "H", "H", "H", "H", "H", "H", "H", "H", "H", "H", "H", "H", "H", "H", "H", "H", "H", "H", "N", "S", "O", "O", "F", "S", "O", "O", "F"],
  "xyz": [[2.27580, -2.28969, 1.43788], [2.92935, -1.05906, 0.79445], [2.70221, -1.13306, -1.00425], [1.00669, -0.56537, -1.25977], [0.63266, 0.66110, -0.43467], [-0.53489, 1.49777, -0.95401], [-1.92860, 0.95365, -0.64017], [-2.25069, -0.44121, -1.20777], [-2.17566, -1.47391, -0.09530], [-2.55341, -2.79981, -0.52997], [-1.68966, -3.37797, -1.39220], [-2.33640, -3.97357, -2.60721], [-0.49814, -3.39788, -1.19146], [3.94723, 0.44477, -1.86230], [4.55258, 0.11406, -3.22812], [1.53165, -2.75608, 0.78945], [1.77645, -1.98950, 2.35685], [3.02450, -3.04081, 1.68011], [2.50189, -0.12819, 1.16044], [4.01027, -1.04392, 0.92667], [0.90178, -0.40303, -2.33557], [0.42033, -1.45382, -1.02438], [1.50624, 1.31829, -0.39087], [0.41898, 0.37613, 0.59866], [-0.41991, 2.42433, -0.39826], [-0.43164, 1.75373, -2.01357], [-2.06388, 0.95569, 0.44453], [-2.65434, 1.67142, -1.02095], [-3.25982, -0.47760, -1.62207], [-1.56407, -0.69797, -2.02331], [-2.86195, -1.20897, 0.70449], [-1.17411, -1.52329, 0.33968], [-3.41565, -3.85823, -2.57560], [-2.07070, -5.02709, -2.68465], [-1.94002, -3.45153, -3.47889], [3.07604, 1.54222, -1.81447], [4.82211, 0.66663, -0.78523], [4.40346, -0.78390, -3.66335], [-0.53549, 4.33811, 3.48890], [-1.84900, 4.38284, 4.41121], [-1.99108, 3.23500, 5.24280], [-2.99456, 4.91486, 3.75516], [-1.33993, 5.52511, 5.36206], [-0.48592, 3.27788, 2.36288], [0.83779, 3.14129, 1.82216], [-1.57428, 3.27951, 1.42999], [-0.68419, 1.88104, 3.12994]],
  "relative_energy_ev": 0.000,
  "homo_lumo_gap_ha": 0.289,
  "total_charge": 0,
  "e_homo_ha": -0.325
}

Record 5
{
  "formula": "C10H23F5N4O3ReTe",
  "method": "ωB97M-V/def2-TZVPD",
  "elements": ["Re", "C", "C", "N", "O", "C", "C", "N", "O", "H", "H", "H", "H", "H", "H", "H", "C", "N", "C", "C", "C", "N", "C", "C", "H", "H", "H", "H", "H", "H", "H", "H", "H", "H", "H", "H", "H", "H", "H", "H", "F", "Te", "F", "F", "F", "F", "O"],
  "xyz": [[0.31054, 0.06176, 0.15938], [0.26058, 1.17006, -4.43180], [0.02736, 0.82118, -3.00806], [0.58842, 1.29668, -1.96918], [1.62590, 2.18884, -2.04927], [-0.91657, -0.24648, -2.60904], [-1.85660, -0.95029, -3.51083], [-0.79762, -0.55917, -1.35891], [-1.39101, -1.47470, -0.70289], [0.88690, 2.05001, -4.56174], [-0.69584, 1.37651, -4.91449], [0.71201, 0.32432, -4.95571], [2.05805, 2.13142, -2.92000], [-2.40518, -0.23751, -4.12700], [-2.55848, -1.54627, -2.93205], [-1.31010, -1.61774, -4.18295], [-0.17012, -2.84941, 1.23330], [0.50795, -1.55478, 1.60267], [1.93390, -1.96573, 1.86213], [-0.10007, -1.05386, 2.87838], [-1.46829, -0.48240, 2.57555], [-1.35611, 0.56063, 1.50527], [-1.08445, 1.87896, 2.15936], [-2.67211, 0.69117, 0.81188], [0.03079, -3.56076, 2.03257], [0.25184, -3.22477, 0.30561], [-1.23565, -2.72242, 1.11124], [1.92554, -2.75700, 2.61002], [2.52119, -1.13773, 2.23347], [2.36389, -2.34856, 0.94048], [0.56059, -0.29799, 3.30155], [-0.16190, -1.88190, 3.58558], [-1.90048, -0.03002, 3.46914], [-2.15587, -1.25131, 2.23182], [-1.89796, 2.09974, 2.85046], [-1.03601, 2.65905, 1.40550], [-0.14492, 1.84684, 2.70603], [-3.43280, 0.96890, 1.54256], [-2.93909, -0.24956, 0.34284], [-2.60396, 1.48133, 0.06473], [0.97875, 2.10203, 0.26031], [2.95445, 1.51606, 0.21988], [4.35459, 0.91482, 1.23039], [3.12306, 3.23778, 0.79777], [4.11694, 1.85092, -1.16768], [1.93228, 0.84743, 1.82378], [2.26567, -0.07606, -0.45201]],
  "relative_energy_ev": 0.969,
  "homo_lumo_gap_ha": [0.275, 0.263],
  "multiplicity": 2,
  "total_charge": 2,
  "e_homo_ha": [-0.595, -0.588]
}

Record 6
{
  "formula": "C10H23FNO",
  "method": "ωB97M-V/def2-TZVPD",
  "elements": ["C", "C", "C", "C", "C", "C", "C", "C", "C", "C", "N", "O", "F", "H", "H", "H", "H", "H", "H", "H", "H", "H", "H", "H", "H", "H", "H", "H", "H", "H", "H", "H", "H", "H", "H", "H"],
  "xyz": [[2.28966, -0.17898, 2.78276], [-1.53307, -3.52207, -0.39961], [2.18980, -1.38046, 0.03434], [0.70084, 2.72649, -1.55611], [-1.61765, 2.16351, -2.17985], [-1.12662, 3.24442, -0.02148], [1.07558, -0.99102, 2.31299], [-0.19263, -2.87859, -0.61207], [-0.55637, 0.94659, -0.43285], [1.08490, -1.42138, 0.86423], [-0.73409, 2.32119, -1.06872], [-0.06186, -2.03869, 0.57300], [-0.05301, 0.11041, -1.44332], [2.00408, 0.83000, 2.64155], [2.50266, -0.37839, 3.81670], [3.11883, -0.36600, 2.14008], [-1.69457, -4.41196, -1.01481], [-1.52118, -3.96437, 0.71521], [-2.36005, -2.84458, -0.46362], [2.11300, -1.80777, -0.86343], [3.09128, -1.67585, 0.64746], [2.40998, -0.28563, -0.16768], [0.77260, 3.73906, -2.10073], [1.25615, 2.75822, -0.59654], [1.04499, 1.86929, -2.20141], [-1.90681, 3.06845, -2.64136], [-1.09452, 1.51452, -2.93227], [-2.52917, 1.64010, -1.87766], [-0.61299, 4.18718, -0.05555], [-2.28960, 3.38858, 0.05944], [-0.92654, 2.74455, 0.96231], [0.84156, -1.93264, 2.87171], [0.04950, -0.60899, 2.37390], [-0.06546, -2.26420, -1.48543], [0.59699, -3.59428, -0.48509], [-1.57198, 0.67246, -0.14160]],
  "homo_lumo_gap_ha": [0.201, 0.271],
  "multiplicity": 3,
  "total_charge": 1,
  "e_homo_ha": [-0.302, -0.486]
}

Number 1: molecular weight 710.7 g mol⁻¹. Number 2: molecular weight 710.7 g mol⁻¹. Number 3: molecular weight 285.2 g mol⁻¹. Number 4: molecular weight 432.5 g mol⁻¹. Number 5: molecular weight 656.1 g mol⁻¹. Number 6: molecular weight 192.3 g mol⁻¹.